1.
This record from the Open Molecules 2025 dataset describes a cluster of 2 separate species, C2H6BrO6PS in total. The level of theory is ωB97M-V with the def2-TZVPD basis set.

Properties
SMILES string = O=S1(=O)OC[C@@H](P(O)Br)O1.O
Kohn-Sham gap = 10.006 eV
E_HOMO = -9.7 eV
LUMO = 0.26 eV

Structure (ORCA input):
```
! RIJCOSX wB97M-V def2-TZVPD def2/J DEFGRID3
* xyz 0 1
O 2.5892 -2.2814 2.2633
S 2.0532 -1.5476 1.1843
O 1.8184 -2.1339 -0.0898
O 2.8392 -0.1906 0.9914
C 1.9321 0.7869 0.4294
C 0.5114 0.3415 0.8808
P -0.6864 -0.1251 -0.4865
O -2.0343 -0.1689 0.4669
Br -0.9036 1.9386 -1.2761
O 0.7055 -0.8407 1.6895
H 2.2230 1.7288 0.8798
H 2.0313 0.8081 -0.6531
H 0.0468 1.0965 1.5111
H -1.8770 -0.7140 1.2495
O -3.4669 0.6688 -3.1485
H -3.5398 0.2815 -2.2707
H -4.2421 0.3514 -3.6213
*
```

---

2.
This record from the Open Molecules 2025 dataset describes a cluster of 2 separate species, C7H14N2 in total. The level of theory is ωB97M-V with the def2-TZVPD basis set.

Properties
SMILES string = Cc1c[nH]cn1.CCC
Kohn-Sham gap = 9.423 eV
E_HOMO = -8.5 eV
LUMO = 0.89 eV

Structure (ORCA input):
```
! RIJCOSX wB97M-V def2-TZVPD def2/J DEFGRID3
* xyz 0 1
C 1.8514 -2.0587 0.3840
C 0.9487 0.7135 2.4418
C 1.7949 -0.7729 1.1313
C 2.5491 0.3794 0.9824
N 0.8244 -0.5214 2.0650
N 1.9953 1.3189 1.8157
H 0.4168 1.1442 3.2732
H 2.5289 2.1529 2.0069
H 3.3901 0.5857 0.3421
H 2.8509 -2.4519 0.2210
H 1.3890 -1.9002 -0.5924
H 1.2456 -2.8126 0.8762
C -1.6286 0.4722 -0.8522
C -1.5690 -0.7749 -1.7603
C -2.6252 1.5160 -1.3430
H -1.9662 0.0290 0.0897
H -0.6163 0.8407 -0.7035
H -2.4008 -1.4707 -1.6447
H -0.6173 -1.2654 -1.5836
H -2.5021 2.4986 -0.8785
H -2.5402 1.6668 -2.4185
H -1.6892 -0.5155 -2.8225
H -3.6300 1.2263 -1.0301
*
```

---

The highest LUMO belongs to which entry? C7H14N2

---

The highest LUMO belongs to which entry? C7H14N2

---

Which of these has the lowest Kohn-Sham gap? C7H14N2

---

Among the records above, which one has the highest LUMO? C7H14N2